ORCA calculation (ωB97M-V/def2-TZVPD) on a molecular structure, C27H58EuO3P2SSi.

CARTESIAN COORDINATES (ANGSTROEM)
P: 3.760 -1.256 -3.552
P: 4.374 -1.880 0.411
C: 5.094 -1.648 -2.359
C: 4.754 -2.626 -1.226
H: 5.440 -0.663 -1.995
H: 5.922 -2.054 -2.966
H: 3.957 -3.327 -1.519
H: 5.660 -3.225 -1.044
C: 6.080 -1.651 1.049
H: 6.058 -1.313 2.095
H: 6.641 -0.921 0.447
H: 6.610 -2.612 0.965
C: 3.626 -3.208 1.368
H: 4.478 -3.720 1.848
H: 3.077 -3.935 0.744
H: 2.953 -2.831 2.151
C: 4.574 -0.404 -4.916
H: 3.866 0.008 -5.649
H: 5.240 -1.109 -5.432
H: 5.187 0.417 -4.524
C: 3.048 -2.770 -4.186
H: 2.959 -3.533 -3.403
H: 3.725 -3.146 -4.966
H: 2.065 -2.606 -4.650
Eu: -1.002 -1.612 -0.261
C: 3.796 -0.109 0.396
C: 4.870 0.722 -0.152
C: 4.788 1.788 -1.136
C: 3.394 2.177 -1.769
C: 3.057 1.297 -2.855
C: 2.636 -0.083 -2.795
C: 2.105 -0.729 -1.431
C: 2.328 0.016 -0.144
C: -1.031 0.015 -2.025
H: 3.694 0.018 1.488
H: 5.809 0.694 0.440
H: 5.470 1.581 -1.998
H: 5.183 2.735 -0.692
H: 2.624 2.260 -0.993
H: 3.556 3.197 -2.165
H: 3.155 1.719 -3.861
H: 1.816 -0.189 -3.549
H: 2.466 -1.772 -1.336
H: 1.015 -0.820 -1.573
H: 1.972 1.056 -0.173
H: 1.662 -0.423 0.626
H: -2.026 -0.030 -2.493
H: -0.230 0.047 -2.774
H: -0.965 0.910 -1.386
C: -4.737 -2.300 0.453
C: -4.603 -0.953 -0.242
C: -4.676 -1.080 -1.758
C: -5.650 0.024 0.268
O: -3.217 -0.442 0.056
Si: -2.841 0.455 1.431
S: -0.824 0.456 1.622
O: -3.607 1.909 1.351
C: -3.460 3.315 0.994
C: -2.025 3.603 0.574
C: -4.434 3.608 -0.143
C: -3.875 4.150 2.199
O: -3.645 -0.349 2.657
C: -3.464 -0.172 4.089
C: -2.215 -0.929 4.528
C: -3.331 1.307 4.428
C: -4.695 -0.757 4.775
H: -5.732 -2.727 0.276
H: -4.623 -2.185 1.538
H: -3.997 -3.016 0.067
H: -5.671 -1.457 -2.038
H: -4.534 -0.103 -2.243
H: -3.928 -1.793 -2.137
H: -5.680 0.077 1.363
H: -5.532 1.025 -0.162
H: -6.657 -0.314 -0.027
H: -1.771 3.035 -0.331
H: -1.923 4.672 0.343
H: -1.319 3.349 1.375
H: -5.465 3.395 0.169
H: -4.378 4.666 -0.432
H: -4.202 3.006 -1.029
H: -4.904 3.909 2.505
H: -3.213 3.993 3.060
H: -3.833 5.210 1.914
H: -1.328 -0.535 4.017
H: -2.078 -0.812 5.612
H: -2.317 -1.998 4.303
H: -4.206 1.874 4.082
H: -3.268 1.413 5.521
H: -2.410 1.735 4.008
H: -5.609 -0.223 4.486
H: -4.829 -1.818 4.535
H: -4.585 -0.674 5.864

Computed properties:
relative energy (zero: lowest compared OMol25 entry of this formula, charge and spin)	3.785	eV
<S²>	15.762
multiplicity	8

Atom charges from the Löwdin analysis, given in e for atoms 1 to 2:
1. P 0.898
2. P 0.928

ORCA calculation (ωB97M-V/def2-TZVPD) on 7 unconnected molecules or ions with the total composition C27H58NO15P.

CARTESIAN COORDINATES (ANGSTROEM)
C: -0.010 -0.509 -3.423
O: 0.040 0.832 -2.946
C: 1.307 1.264 -2.492
C: 1.208 2.800 -2.183
N: 0.158 3.537 -2.847
P: 2.744 1.085 -3.641
O: 2.014 1.512 -5.047
O: 2.950 -0.549 -3.707
H: 0.386 -1.213 -2.685
H: -1.059 -0.752 -3.584
H: 0.526 -0.631 -4.368
H: 1.589 0.749 -1.561
H: 1.107 2.926 -1.104
H: 2.166 3.256 -2.455
H: -0.751 3.312 -2.475
H: 0.147 3.403 -3.848
H: 1.064 1.319 -5.058
H: 3.617 -0.744 -4.372
C: -4.813 0.535 0.518
C: -5.008 -0.889 0.043
O: -4.476 -1.090 -1.279
C: -3.193 -1.380 -1.513
C: -2.185 -1.209 -0.403
O: -2.861 -1.702 -2.625
H: -3.757 0.780 0.627
H: -5.297 0.674 1.485
H: -5.246 1.238 -0.194
H: -4.612 -1.609 0.762
H: -6.070 -1.103 -0.070
H: -1.770 -0.203 -0.476
H: -1.385 -1.929 -0.560
H: -2.604 -1.359 0.589
C: 2.401 6.200 -9.244
C: 2.213 6.775 -7.856
O: 0.918 6.481 -7.320
C: 0.646 5.331 -6.669
C: 1.625 4.186 -6.713
O: -0.415 5.233 -6.115
H: 2.353 5.111 -9.237
H: 3.369 6.499 -9.647
H: 1.618 6.564 -9.909
H: 2.994 6.451 -7.168
H: 2.252 7.862 -7.891
H: 1.364 3.533 -7.545
H: 1.532 3.630 -5.789
H: 2.666 4.486 -6.808
C: -1.941 -4.838 5.443
C: -2.065 -5.047 3.951
O: -3.020 -4.151 3.361
C: -2.701 -2.902 3.000
C: -1.397 -2.295 3.458
O: -3.505 -2.267 2.364
H: -1.570 -3.846 5.680
H: -1.252 -5.564 5.875
H: -2.915 -4.954 5.921
H: -1.101 -4.959 3.446
H: -2.448 -6.041 3.724
H: -1.570 -1.771 4.398
H: -1.080 -1.573 2.709
H: -0.596 -3.013 3.604
C: 1.762 -5.374 9.947
C: 1.649 -5.558 8.449
O: 0.667 -4.686 7.864
C: 0.965 -3.434 7.480
C: 2.284 -2.820 7.889
O: 0.140 -2.813 6.863
H: 2.099 -4.370 10.205
H: 2.473 -6.090 10.357
H: 0.792 -5.528 10.420
H: 2.609 -5.442 7.948
H: 1.298 -6.564 8.227
H: 2.137 -2.284 8.826
H: 2.570 -2.103 7.122
H: 3.093 -3.535 8.010
C: -2.758 7.568 -5.775
C: -3.698 6.416 -5.508
O: -4.796 6.789 -4.661
C: -5.928 7.340 -5.136
C: -5.971 7.836 -6.564
O: -6.859 7.480 -4.392
H: -3.249 8.379 -6.315
H: -1.908 7.219 -6.359
H: -2.390 7.975 -4.833
H: -4.065 5.962 -6.429
H: -3.177 5.635 -4.958
H: -5.689 8.889 -6.570
H: -6.996 7.748 -6.916
H: -5.326 7.293 -7.248
C: 4.214 -5.836 3.902
C: 4.442 -4.792 4.974
O: 4.493 -5.367 6.286
C: 5.618 -5.879 6.833
C: 6.823 -6.126 5.961
O: 5.589 -6.178 7.994
H: 5.038 -6.548 3.852
H: 4.115 -5.359 2.927
H: 3.304 -6.397 4.112
H: 5.334 -4.194 4.784
H: 3.599 -4.103 5.010
H: 6.774 -7.149 5.589
H: 7.710 -6.024 6.581
H: 6.913 -5.446 5.119

Computed properties:
SMILES	CO[C@H](CN)P(O)O.CCOC(C)=O.CCOC(C)=O.CCOC(C)=O.CCOC(C)=O.CCOC(C)=O.CCOC(C)=O
E	-70431.6871	eV

Atom charges from the Löwdin analysis, given in e for atoms 1 to 2:
1. C -0.097
2. O -0.206

ORCA calculation (ωB97M-V/def2-TZVPD) on a molecular structure, C27H59ClOP2Si3W.

CARTESIAN COORDINATES (ANGSTROEM)
W: 0.265 0.115 -0.603
C: 2.050 -0.019 -1.693
C: 1.356 -1.239 -1.893
C: 0.296 -0.906 -2.794
Si: 1.929 -2.943 -1.421
C: 0.314 0.430 -3.068
C: 1.348 1.053 -2.313
Si: 1.886 2.845 -2.424
H: 2.867 0.106 -0.986
H: -0.328 -1.659 -3.318
H: -0.258 0.927 -3.852
Cl: -1.824 0.101 -0.305
C: 3.735 2.868 -2.313
C: 1.298 3.770 -3.937
C: 3.749 -2.758 -1.151
C: 1.524 -4.202 -2.742
H: 1.920 3.463 -4.791
H: 1.456 4.848 -3.786
H: 0.245 3.609 -4.204
H: 4.069 2.315 -1.427
H: 4.066 3.912 -2.247
H: 4.161 2.406 -3.212
H: 2.251 -4.062 -3.556
H: 0.515 -4.116 -3.167
H: 1.654 -5.218 -2.342
H: 4.208 -2.406 -2.084
H: 4.160 -3.736 -0.876
H: 3.939 -2.026 -0.355
C: 1.136 3.456 -0.816
C: 1.053 -3.238 0.211
P: -0.459 2.598 -0.577
H: 0.999 4.547 -0.799
H: 1.804 3.157 0.012
P: -0.592 -2.463 0.116
H: 1.579 -2.731 1.041
H: 0.999 -4.315 0.424
C: -1.440 -3.043 1.673
C: -1.667 -3.455 -1.134
C: -1.708 3.398 -1.767
C: -0.996 3.124 1.102
C: -0.263 2.293 2.150
H: -2.071 2.893 1.116
C: -0.772 4.614 1.354
H: 0.299 4.862 1.324
H: -1.141 4.849 2.360
H: -1.299 5.264 0.648
H: -0.370 1.204 2.022
H: -0.661 2.550 3.140
H: 0.812 2.532 2.165
H: -1.472 2.855 -2.700
C: -1.514 4.902 -1.979
C: -3.191 3.136 -1.436
H: -0.462 5.219 -2.113
H: -1.944 5.474 -1.151
H: -2.055 5.198 -2.885
H: -3.702 2.753 -2.328
H: -3.691 4.073 -1.159
H: -3.351 2.411 -0.627
H: -1.271 -3.138 -2.111
C: -3.164 -3.092 -1.078
C: -1.500 -4.966 -0.959
H: -0.457 -5.306 -1.003
H: -2.043 -5.479 -1.769
H: -1.949 -5.306 -0.015
H: -3.585 -3.117 -2.097
H: -3.358 -2.092 -0.673
H: -3.732 -3.825 -0.486
C: -1.441 -1.941 2.689
C: -0.803 -4.293 2.253
H: -2.476 -3.247 1.345
H: 0.219 -4.071 2.596
H: -0.769 -5.125 1.550
H: -1.394 -4.602 3.115
H: -0.070 -1.639 3.076
H: -1.881 -2.298 3.637
H: -1.883 -0.990 2.350
C: -3.598 0.030 -3.777
H: -2.921 0.724 -4.270
H: -3.010 -0.840 -3.419
H: -4.122 0.496 -2.911
C: -0.366 0.414 5.168
Si: 1.220 -0.430 4.568
C: 2.426 0.892 3.973
C: 1.955 -1.385 6.008
O: 0.961 -1.454 3.318
H: -0.166 1.462 5.433
H: -0.745 -0.088 6.070
H: -1.173 0.406 4.423
H: 2.112 1.907 4.252
H: 3.418 0.718 4.413
H: 2.534 0.850 2.881
H: 1.172 -1.911 6.571
H: 2.667 -2.137 5.642
H: 2.484 -0.719 6.705

Computed properties:
<S²>	2.086
multiplicity	3
E	-87557.2412	eV

Atom charges from the Löwdin analysis, given in e for atoms 1 to 2:
1. W 0.994
2. C -0.318

Largest force on an atom (Eh/bohr)
0.0498 0.0173 0.1199